Density functional theory data (wB97M-V/def2-TZVPD) for C5H6O2 in the gas phase.

Last column: Mulliken charge in e.
Element x y z (Å)
O 1.326 1.085 -0.713  -0.5560
C 0.039 1.315 -0.212  -0.4872
C -0.931 0.112 -0.352  -0.2142
C -0.595 -0.946 -1.200  0.0356
O 0.267 -1.681 -0.547  -0.2259
C 0.074 -1.008 0.743  -0.5486
C 0.443 -1.016 1.917  -0.3051
H 1.794 0.532 -0.073  0.3678
H 0.053 1.590 0.853  0.3124
H -0.374 2.146 -0.792  0.3901
H -1.970 0.452 -0.341  0.3711
H -0.923 -1.301 -2.173  0.4349
H 0.795 -1.280 2.890  0.4250

Summary:
* energy above the lowest of the compared OMol25 structures with the same formula, charge and spin: 150.7 kcal per mole
* LUMO energy (spin up / spin down): -0.4871 / -0.4891 eV
* Kohn-Sham gap (spin up / spin down): 7.06 / 7.06 eV
* spin multiplicity: 1
* charge: 0

=====

Density functional theory data (wB97M-V/def2-TZVPD) for C5H6O2 in the gas phase.

Last column: Mulliken charge in e.
Element x y z (Å)
C -0.490 -1.427 -2.614  0.3532
C -0.290 -0.524 -1.840  -0.3401
C -0.012 0.489 -0.820  0.0134
O 0.221 1.642 -1.100  -0.4955
C -0.083 -0.025 0.628  0.2568
C 0.968 0.636 1.494  -1.3240
O -1.353 0.311 1.160  -0.5176
H -0.661 -2.217 -3.313  0.4032
H 0.056 -1.116 0.616  0.2988
H 0.934 0.214 2.502  0.3409
H 0.775 1.710 1.544  0.3132
H 1.968 0.477 1.077  0.3699
H -2.033 -0.169 0.667  0.3279

Summary:
* energy above the lowest of the compared OMol25 structures with the same formula, charge and spin: 55.1 kcal per mole
* LUMO energy: -0.0374 eV
* SMILES: C#CC(=O)[C@@H](C)O
* Kohn-Sham gap: 10.09 eV
* spin multiplicity: 1
* charge: 0

=====

Density functional theory data (wB97M-V/def2-TZVPD) for 2 unconnected molecules or ions with the total composition C5H6O2 at a distorted geometry.

Last column: Mulliken charge in e.
Element x y z (Å)
O -1.310 -0.578 -1.882  -0.5345
C -0.938 0.522 -1.204  0.1912
C -0.159 0.514 -0.131  -0.1744
C 0.219 -0.072 1.158  -0.5680
C 0.393 1.392 0.893  -0.5840
C 0.588 -2.136 -0.757  0.1012
O 1.424 -2.655 -0.218  -0.1543
H -1.264 1.447 -1.673  0.3450
H 1.142 -0.607 1.293  0.2881
H -0.586 -0.330 1.828  0.2038
H 1.424 1.715 0.849  0.2251
H -0.259 2.051 1.431  0.2425
H -0.673 -1.264 -1.589  0.4184

Summary:
* energy above the lowest of the compared OMol25 structures with the same formula, charge and spin: 62.3 kcal per mole
* LUMO energy: 0.8246 eV
* Kohn-Sham gap: 9.36 eV
* spin multiplicity: 1
* charge: 0

=====

Density functional theory data (wB97M-V/def2-TZVPD) for C5H6O2 in the gas phase.

Last column: Mulliken charge in e.
Element x y z (Å)
O -1.444 -1.918 0.359  -0.5266
C -0.784 -0.946 0.080  0.4717
C -1.269 0.070 -0.960  -0.2474
O -0.277 1.085 -1.074  -0.2641
C 0.924 0.519 -1.130  -0.2711
C 0.912 0.376 1.422  -0.7377
C 0.583 -0.695 0.670  -0.0737
H -2.209 0.539 -0.656  0.2796
H -1.406 -0.453 -1.912  0.2847
H 1.636 1.353 -0.937  0.1890
H 0.261 1.241 1.510  0.2832
H 1.841 0.394 1.982  0.2954
H 1.233 -1.565 0.647  0.3169

Summary:
* energy above the lowest of the compared OMol25 structures with the same formula, charge and spin: 99.4 kcal per mole
* LUMO energy (spin up / spin down): 0.2613 / 0.2614 eV
* Kohn-Sham gap (spin up / spin down): 8.79 / 8.79 eV
* spin multiplicity: 1
* charge: 0

=====

Density functional theory data (wB97M-V/def2-TZVPD) for 2 unconnected molecules or ions with the total composition C5H6O2.

Last column: Mulliken charge in e.
Element x y z (Å)
C -1.871 -0.178 -0.280  -1.2615
C -0.405 -0.119 -0.007  0.0678
O 0.338 -1.273 -0.334  -0.2828
C 1.552 -0.827 0.106  0.6617
O 1.644 -1.126 1.347  -0.4777
C 1.752 0.526 -0.336  -0.6112
C 0.465 0.987 -0.319  -0.1868
H -2.316 -1.053 0.200  0.2925
H -2.350 0.722 0.117  0.3446
H -2.079 -0.230 -1.355  0.3081
H 0.452 -0.535 1.480  0.3788
H 2.675 1.083 -0.263  0.3905
H 0.143 2.022 -0.355  0.3761

Summary:
* energy above the lowest of the compared OMol25 structures with the same formula, charge and spin: 108.1 kcal per mole
* LUMO energy (spin up / spin down): 0.0181 / 0.0198 eV
* Kohn-Sham gap (spin up / spin down): 8.54 / 8.54 eV
* spin multiplicity: 1
* charge: 0

=====

Density functional theory data (wB97M-V/def2-TZVPD) for C5H6O2 in the gas phase at a distorted geometry.

Last column: Mulliken charge in e.
Element x y z (Å)
O 0.453 -2.520 -0.518  -0.6111
C 0.248 -1.365 -0.206  0.3875
C 1.217 -0.336 0.104  -0.7105
C 0.572 0.849 0.153  0.4379
O 1.236 1.968 -0.150  -0.4838
C -0.900 0.732 0.397  -0.4617
C -1.136 -0.690 -0.164  -0.4891
H 2.272 -0.468 0.307  0.4724
H 1.969 1.495 -0.597  0.3587
H -1.083 0.756 1.480  0.2479
H -1.502 1.521 -0.059  0.3110
H -1.804 -1.309 0.435  0.2979
H -1.541 -0.632 -1.180  0.2429

Summary:
* energy above the lowest of the compared OMol25 structures with the same formula, charge and spin: 18.8 kcal per mole
* LUMO energy: 0.6524 eV
* SMILES: O=C1C=C(O)CC1
* Kohn-Sham gap: 10.01 eV
* spin multiplicity: 1
* charge: 0

=====

Density functional theory data (wB97M-V/def2-TZVPD) for 2 unconnected molecules or ions with the total composition C5H6O2.

Last column: Mulliken charge in e.
Element x y z (Å)
C -0.690 0.719 -1.738  -0.2278
C -0.042 -0.075 -1.101  -0.1138
C 0.784 -1.043 -0.368  -0.4820
C 1.479 -0.453 0.868  -0.9953
H -1.279 1.422 -2.284  0.3957
H 0.159 -1.894 -0.072  0.2449
H 1.535 -1.442 -1.061  0.3063
H 0.748 -0.238 1.655  0.2582
H 2.217 -1.163 1.262  0.3222
H 2.000 0.479 0.620  0.3074
O -1.826 0.451 1.463  -0.3872
C -2.294 1.225 0.727  0.7707
O -2.793 2.012 0.027  -0.3992

Summary:
* energy above the lowest of the compared OMol25 structures with the same formula, charge and spin: 20.3 kcal per mole
* LUMO energy: 0.7376 eV
* SMILES: C#CCC.O=C=O
* Kohn-Sham gap: 10.85 eV
* spin multiplicity: 1
* charge: 0

=====

Density functional theory data (wB97M-V/def2-TZVPD) for 2 unconnected molecules or ions with the total composition C5H6O2.

Last column: Mulliken charge in e.
Element x y z (Å)
C 2.308 -2.279 0.404  0.3460
C 1.553 -1.356 0.241  -0.9904
C 0.666 -0.235 0.009  0.2213
C -0.217 -0.220 -1.163  -0.4106
O -0.735 -0.488 0.131  -0.4102
H 2.970 -3.105 0.547  0.4119
H 0.973 0.725 0.425  0.3313
H -0.492 0.745 -1.591  0.2463
H -0.223 -1.071 -1.841  0.2722
C -1.702 1.812 0.711  -0.0412
O -0.705 2.465 0.903  -0.4363
H -2.131 1.680 -0.302  0.2260
H -2.265 1.327 1.527  0.2336

Summary:
* energy above the lowest of the compared OMol25 structures with the same formula, charge and spin: 94.6 kcal per mole
* LUMO energy: 0.9719 eV
* SMILES: C#C[C@H]1CO1.C=O
* Kohn-Sham gap: 11.03 eV
* spin multiplicity: 1
* charge: 0

=====

Density functional theory data (wB97M-V/def2-TZVPD) for C5H6O2 in the gas phase at a distorted geometry.

Last column: Mulliken charge in e.
Element x y z (Å)
C -2.235 -0.802 0.630  -0.6435
C -1.186 -0.417 -0.092  -0.3581
C -0.362 0.649 0.406  0.4398
O -0.421 1.197 1.531  -0.5764
C 1.089 0.959 -0.512  0.2034
C 1.983 -0.117 -0.442  -0.4663
O 1.236 0.175 -1.563  -0.4315
H -2.887 -1.668 0.419  0.2698
H -2.275 -0.266 1.533  0.3110
H -1.084 -0.807 -1.040  0.4300
H 1.464 2.047 -0.389  0.2968
H 2.973 0.134 -0.521  0.3085
H 1.706 -1.084 0.041  0.2165

Summary:
* energy above the lowest of the compared OMol25 structures with the same formula, charge and spin: 79.9 kcal per mole
* LUMO energy: -0.1319 eV
* SMILES: C=CC(=O)[C@H]1CO1
* Kohn-Sham gap: 9.27 eV
* spin multiplicity: 1
* charge: 0

=====

Density functional theory data (wB97M-V/def2-TZVPD) for C5H6O2 in the gas phase at a distorted geometry.

Last column: Mulliken charge in e.
Element x y z (Å)
C 0.688 -0.040 1.306  -1.6300
C -0.083 0.008 -0.059  1.1614
C 0.772 0.028 -1.268  -1.4784
C -1.409 0.690 0.073  0.1916
O -2.002 1.727 -0.135  -0.5159
C -1.409 -0.747 0.103  0.2968
O -2.034 -1.784 0.151  -0.4973
H 1.380 -0.755 1.152  0.4825
H 0.121 -0.194 2.229  0.3823
H 1.099 0.870 1.335  0.4682
H 1.058 -0.879 -1.744  0.3383
H 1.652 0.514 -1.128  0.4235
H 0.167 0.561 -2.016  0.3771

Summary:
* energy above the lowest of the compared OMol25 structures with the same formula, charge and spin: 79.2 kcal per mole
* LUMO energy: -0.9573 eV
* SMILES: CC1(C)C(=O)C1=O
* Kohn-Sham gap: 8.37 eV
* spin multiplicity: 1
* charge: 0

=====

Density functional theory data (wB97M-V/def2-TZVPD) for 2 unconnected molecules or ions with the total composition C5H6O2 at a distorted geometry.

Last column: Mulliken charge in e.
Element x y z (Å)
C 2.665 1.594 -0.593  -0.3894
C 2.374 0.452 -0.240  0.2490
O 2.098 -0.583 0.470  -0.2340
O 1.033 -1.421 -0.050  -0.2609
H 3.221 2.125 -1.305  0.2976
H 0.639 -1.895 0.673  0.3170
C -1.041 0.755 1.464  0.0495
C -1.609 0.288 0.519  -0.1160
C -2.018 -0.484 -0.626  -1.3812
H -0.730 1.180 2.365  0.4199
H -1.201 -0.863 -1.037  0.3434
H -2.658 0.022 -1.281  0.3687
H -2.773 -1.171 -0.362  0.3365

Summary:
* energy above the lowest of the compared OMol25 structures with the same formula, charge and spin: 190.7 kcal per mole
* LUMO energy: 0.4356 eV
* SMILES: C#COO.C#CC
* Kohn-Sham gap: 10.00 eV
* spin multiplicity: 1
* charge: 0

=====

Density functional theory data (wB97M-V/def2-TZVPD) for a molecular structure, C5H6O2.

Last column: Mulliken charge in e.
Element x y z (Å)
O -0.240 0.686 1.352  -0.4143
C 1.029 0.832 0.671  -0.5137
C 0.505 -0.001 -0.504  0.2545
C 0.972 -1.445 -0.446  -0.0760
O 1.812 -1.843 0.323  -0.4557
C -0.825 0.252 0.183  0.3186
C -2.115 0.298 -0.111  -0.8847
H -2.797 0.679 0.641  0.2639
H 1.198 1.883 0.422  0.2440
H 1.856 0.407 1.240  0.2860
H 0.609 0.387 -1.522  0.3748
H 0.497 -2.134 -1.172  0.3376
H -2.503 0.000 -1.076  0.2649

Summary:
* energy above the lowest of the compared OMol25 structures with the same formula, charge and spin: 46.4 kcal per mole
* LUMO energy: 0.8398 eV
* Kohn-Sham gap: 9.95 eV
* spin multiplicity: 1
* charge: 0

=====

Which value of spin multiplicity does entry 12 give? 1